{
  "formula": "C24H60F2KNO20P4S2",
  "method": "the ωB97M-V functional and the def2-TZVPD basis",
  "homo_ev": -10.01,
  "lumo_energy_ev": -0.367,
  "de_lowest_kcal_mol": 162.4,
  "energy_ev": -148892.53200,
  "symbols": ["K", "N", "S", "O", "O", "F", "S", "O", "O", "F", "C", "C", "O", "P", "O", "O", "C", "C", "O", "C", "C", "H", "H", "H", "H", "H", "H", "H", "H", "H", "H", "H", "H", "H", "H", "H", "C", "C", "O", "P", "O", "O", "C", "C", "O", "C", "C", "H", "H", "H", "H", "H", "H", "H", "H", "H", "H", "H", "H", "H", "H", "H", "C", "C", "O", "P", "O", "O", "C", "C", "O", "C", "C", "H", "H", "H", "H", "H", "H", "H", "H", "H", "H", "H", "H", "H", "H", "H", "C", "C", "O", "P", "O", "O", "C", "C", "O", "C", "C", "H", "H", "H", "H", "H", "H", "H", "H", "H", "H", "H", "H", "H", "H", "H"],
  "coordinates": [[-1.443810, 1.498437, -1.789283], [1.346339, 0.941555, -1.029829], [2.577017, 1.245809, -0.178855], [3.794107, 1.652195, -0.815223], [2.630942, 0.840850, 1.185281], [2.041149, 2.788754, -0.065167], [1.749620, -0.702176, -0.932691], [1.531877, -1.401719, 0.323861], [2.805967, -1.131923, -1.809856], [0.434481, -1.092909, -1.744543], [1.674574, 5.341182, -6.264543], [1.103205, 5.282875, -4.792545], [-0.307595, 4.943300, -4.746698], [-0.929685, 3.483293, -5.229298], [-1.708645, 2.819687, -4.163092], [-1.777304, 3.842407, -6.618398], [-3.040467, 4.369959, -6.627119], [-3.029334, 5.910165, -6.505921], [0.362207, 2.591164, -5.627746], [1.137570, 1.887972, -4.667120], [0.825129, 0.411384, -4.768394], [1.727832, 6.333287, -6.712855], [2.744988, 5.150919, -6.186342], [1.256284, 4.599712, -6.945258], [1.721240, 4.589969, -4.221551], [1.193706, 6.258903, -4.315800], [-3.524059, 3.954461, -7.511198], [-3.666164, 4.001700, -5.814103], [-2.656639, 6.287053, -7.458364], [-4.031945, 6.315283, -6.368974], [-2.329429, 6.297337, -5.765424], [2.224754, 1.963108, -4.644820], [0.967755, 2.174372, -3.629218], [-0.038427, -0.074857, -4.314603], [1.003479, 0.101321, -5.798039], [1.649849, -0.193439, -4.391394], [-1.853064, -8.114406, 0.761241], [-0.482752, -7.861766, 0.350087], [-0.584976, -6.638678, -0.292776], [0.382591, -6.346558, -1.532572], [1.747065, -6.922906, -1.346064], [-0.378279, -6.998517, -2.834320], [-1.623992, -6.505142, -3.199841], [-2.694704, -7.565271, -3.035499], [0.404086, -4.711528, -1.896085], [1.347445, -4.162615, -2.761159], [0.453933, -3.673221, -3.872135], [-2.209956, -9.010847, 0.254182], [-1.843733, -8.335070, 1.828633], [-2.607396, -7.355943, 0.551862], [0.247758, -7.974577, 1.151161], [-0.188231, -8.622347, -0.373016], [-1.916498, -5.571378, -2.719596], [-1.694718, -6.238354, -4.254320], [-3.605137, -7.224995, -3.528887], [-2.217090, -8.429622, -3.496885], [-2.766293, -7.796790, -1.972784], [2.034010, -3.526138, -2.202914], [2.036910, -4.900271, -3.171770], [-0.365418, -4.376828, -4.019482], [-0.149940, -2.801299, -3.620794], [0.837007, -3.397512, -4.854659], [4.181657, 5.356759, 8.734181], [4.212416, 4.742950, 7.399939], [2.789382, 4.979578, 7.097491], [2.021219, 3.889693, 6.108273], [0.589951, 4.162615, 6.020360], [2.987047, 4.096020, 4.784785], [2.310878, 3.887508, 3.487344], [2.983887, 4.830916, 2.484801], [2.483601, 2.512218, 6.652188], [2.317002, 1.362890, 5.859956], [3.727536, 0.736348, 5.720836], [3.805975, 6.368473, 8.581209], [3.659574, 4.937845, 9.594442], [5.141014, 5.438839, 9.245056], [4.856732, 5.243891, 6.677422], [4.526815, 3.699459, 7.419310], [2.235736, 2.844606, 3.179441], [1.273318, 4.203472, 3.595725], [4.043347, 4.579263, 2.532935], [2.599035, 4.555306, 1.502946], [2.875911, 5.895484, 2.692474], [1.569968, 0.707001, 6.306999], [1.810497, 1.605938, 4.925883], [4.227099, 0.686433, 6.688334], [3.723377, -0.149707, 5.086023], [4.384243, 1.444615, 5.215666], [-1.154556, -3.669714, 2.013489], [-2.357013, -3.734743, 1.098409], [-3.240746, -2.618145, 1.182260], [-2.861038, -0.979665, 1.251409], [-1.903983, -0.622728, 0.151521], [-2.411764, -0.671773, 2.777595], [-1.597297, 0.406476, 3.019693], [-0.093205, 0.236781, 2.646520], [-4.340465, -0.344317, 1.208938], [-5.557882, -0.933713, 1.938318], [-6.441019, 0.271091, 2.192253], [-0.661990, -2.718714, 1.810817], [-1.607886, -3.610743, 3.002980], [-0.464133, -4.513138, 2.007209], [-1.906380, -3.611557, 0.113593], [-2.727704, -4.743207, 1.281943], [-2.008423, 1.366550, 2.707723], [-1.645940, 0.630725, 4.085269], [0.235159, -0.658826, 3.173924], [0.106636, -0.225822, 1.680000], [0.531167, 1.059293, 2.995445], [-6.121552, -1.672704, 1.368892], [-5.429916, -1.307182, 2.954318], [-5.808053, 1.041046, 2.633406], [-6.907869, 0.643183, 1.280270], [-7.290557, 0.144325, 2.863302]],
  "forces_ev_per_a": [[0.2, -0.3, 0.1], [0.2, -4.9, -0.4], [3.3, 9.7, 2.5], [0.5, -2.2, -0.6], [0.0, -0.9, 0.0], [-0.7, 0.9, 1.0], [-3.5, -4.0, -1.5], [0.6, 1.2, -1.7], [-0.3, 0.8, 0.9], [-0.4, -0.3, -0.4], [0.6, 0.3, 1.1], [0.4, 0.1, -1.8], [-0.6, -1.7, -0.5], [0.9, 1.4, -0.2], [-0.2, 0.4, -0.2], [4.4, -2.0, 2.1], [-2.5, 1.2, 1.1], [0.3, -0.4, -1.4], [-0.9, 1.8, -1.0], [-0.6, -1.9, 2.2], [1.6, -1.3, -0.7], [-0.9, 0.1, 0.0], [0.1, -0.5, 0.1], [-0.1, 0.2, 0.2], [-0.4, -0.2, 0.1], [-0.2, -0.1, 0.0], [0.0, 0.6, -0.3], [0.2, -0.4, 0.4], [0.0, 0.3, -0.1], [0.1, -0.1, 0.2], [-0.3, -0.4, 0.3], [0.0, 0.8, -1.5], [-0.7, 0.6, 0.0], [-0.4, 0.7, -0.3], [-1.0, 0.1, -0.4], [0.3, 0.3, 0.9], [-2.1, -2.0, 1.6], [0.8, -1.5, -0.9], [1.1, 3.6, -1.8], [2.7, 0.5, -1.5], [-1.9, 0.6, -0.4], [1.6, 0.5, 1.5], [-2.3, 0.7, -0.9], [1.3, 0.0, 0.5], [-1.8, -3.6, 3.5], [1.0, -0.5, -1.5], [-1.0, 1.5, -0.9], [-0.2, -0.1, 0.2], [-0.5, 0.0, 0.1], [0.5, 0.3, 0.1], [0.1, 0.9, 0.0], [0.2, 0.0, -0.1], [0.3, 0.0, 0.6], [0.9, 0.0, -0.3], [-0.1, -0.4, 0.3], [-0.7, -0.3, -0.3], [-0.7, 0.0, 0.0], [-0.6, 0.7, -0.2], [-0.1, -0.5, 0.0], [0.5, -0.5, -0.2], [0.3, 0.4, 0.6], [0.7, -0.4, 0.1], [1.8, 1.7, 2.2], [-1.2, -0.3, 0.3], [-0.7, -2.8, -2.1], [2.5, 3.5, 0.2], [0.1, -0.3, -0.4], [-2.1, -1.0, 0.0], [-0.4, 1.8, 0.2], [0.3, -1.4, 0.2], [-0.2, -0.1, 1.3], [0.5, -1.3, -0.5], [-0.5, 1.0, -0.7], [0.0, 0.1, 0.3], [-0.9, -0.7, -0.9], [0.7, 0.3, -0.6], [-0.2, 0.3, 0.1], [-0.5, -0.2, -0.2], [0.8, -0.1, 0.0], [-0.1, 0.1, 0.2], [0.1, 0.2, -0.3], [0.1, 0.3, -0.1], [-0.3, -0.2, 0.2], [0.3, -0.2, 0.6], [0.6, 0.1, -0.4], [-0.4, -0.8, 0.2], [0.0, -0.3, 0.5], [-0.3, 0.3, -0.4], [-0.8, 1.3, 1.1], [2.8, 0.1, -1.3], [-0.6, 2.2, 1.5], [-0.6, -3.0, -0.3], [-1.6, 0.5, 1.4], [-1.0, -2.0, -2.0], [2.5, 2.7, 1.2], [-1.1, -1.8, 0.6], [-0.4, -1.6, 0.5], [-0.5, 1.4, 0.3], [-0.1, 0.9, -0.6], [0.5, -0.2, 0.2], [0.5, 0.1, 0.5], [-0.2, 0.1, -0.5], [-0.4, -0.8, -0.5], [-1.4, 0.5, -0.4], [-0.2, -0.1, -1.1], [0.1, -0.7, 0.4], [0.1, 0.0, 0.9], [-0.2, 1.4, -0.6], [-0.2, 0.0, -0.6], [0.9, -0.1, -0.5], [1.4, -0.4, -0.3], [-0.1, 0.2, -0.1], [0.3, 0.2, -0.2], [0.2, -0.7, 0.2]]
}